Record 1
DFT (ωB97M-V with the def2-TZVPD basis set) results for C5H10 as an isolated structure.

Geometry as XYZ:
```
15
Properties=species:S:1:pos:R:3:forces:R:3:mulliken_charge:R:1
C 2.383 0.395 -0.061 0.557 0.356 -1.471 -1.08
C 1.278 -0.696 0.014 -1.483 1.527 1.821 -0.18
C -0.140 -0.007 -0.071 2.298 -0.348 0.260 -0.49
C -1.331 -0.547 -0.075 0.310 0.916 -0.010 -0.10
C -2.562 0.251 0.008 -3.889 2.588 -0.177 -0.87
H 3.302 -0.116 0.354 -0.573 0.957 -0.961 0.31
H 2.461 0.726 -1.172 0.489 -0.413 1.900 0.28
H 2.221 1.357 0.561 -0.180 -1.800 -0.857 0.29
H 1.334 -1.543 -0.742 0.394 0.977 1.370 0.31
H 1.417 -0.920 1.138 -0.638 -1.005 -1.767 0.20
H -0.104 1.060 0.036 0.140 0.614 -0.247 0.23
H -1.399 -1.593 -0.035 -0.433 -1.493 -0.128 0.41
H -3.474 -0.324 -0.735 2.501 2.007 2.610 0.25
H -2.918 0.366 1.249 0.623 -0.416 -3.897 0.20
H -2.469 1.590 -0.468 -0.115 -4.468 1.553 0.24
```
Positions in Å, forces in eV/Å.

## Properties
Charge ... 0
Kohn-Sham gap ... 10.242 eV
ΔE to the lowest compared entry with this formula, charge and spin ... 353.5 kJ/mol
Highest occupied orbital energy ... -9.1 eV

Record 2
DFT (ωB97M-V with the def2-TZVPD basis set) results for a 3-piece molecular cluster, C16H16F20O5 overall.

Geometry as XYZ:
```
57
Properties=species:S:1:pos:R:3:forces:R:3:mulliken_charge:R:1
F 4.404 1.396 -5.216 -0.108 0.061 0.034 -0.20
C 4.414 2.319 -4.240 0.829 -0.034 0.270 0.07
F 5.124 1.781 -3.213 -0.265 0.183 0.149 -0.27
C 3.011 2.707 -3.766 -0.907 -0.322 -0.021 0.94
F 2.386 1.662 -3.172 0.267 -0.023 -0.073 -0.21
F 3.156 3.656 -2.792 0.332 0.054 -0.324 -0.34
C 2.073 3.308 -4.836 -0.627 0.522 -0.146 -0.79
O 1.136 2.421 -5.466 1.150 -0.850 -0.336 -0.40
C 1.601 1.648 -6.555 -0.272 1.735 0.404 0.73
F 2.791 2.127 -6.967 -0.068 -0.450 -0.220 -0.28
F 0.737 1.878 -7.570 0.031 -0.465 0.213 -0.30
C 1.628 0.145 -6.249 -0.116 -0.870 0.283 0.27
F 2.375 -0.133 -5.160 -0.150 0.283 -0.107 -0.21
F 2.170 -0.548 -7.280 -0.078 0.422 -0.174 -0.27
H 4.961 3.197 -4.597 -0.166 0.074 0.031 0.28
H 1.438 4.026 -4.309 0.044 -0.282 0.096 0.39
H 2.615 3.910 -5.571 0.158 -0.309 0.070 0.35
H 0.619 -0.233 -6.070 -0.082 0.214 -0.034 0.22
F -1.714 -1.109 6.353 -0.103 0.021 -0.073 -0.18
C -2.755 -0.853 7.164 0.340 -0.104 0.851 0.09
F -2.708 -1.786 8.150 -0.339 0.076 -0.098 -0.28
C -4.106 -0.913 6.445 -0.412 -0.414 -0.784 0.89
F -4.376 -2.166 6.009 0.250 0.100 0.146 -0.27
F -5.073 -0.622 7.365 0.394 0.276 0.079 -0.33
C -4.295 0.075 5.273 -0.563 0.496 -0.361 -0.73
O -4.064 -0.423 3.945 1.399 -0.472 0.382 -0.38
C -2.729 -0.448 3.484 -1.300 1.173 0.745 1.03
F -1.957 0.285 4.310 0.328 -0.279 -0.368 -0.31
F -2.732 0.211 2.300 0.095 -0.338 0.013 -0.24
C -2.199 -1.874 3.270 -0.054 -0.942 0.237 -0.06
F -2.291 -2.619 4.392 -0.106 0.290 -0.078 -0.24
F -0.883 -1.858 2.924 0.133 0.396 0.328 -0.23
H -2.603 0.127 7.627 -0.149 0.033 -0.098 0.27
H -5.357 0.337 5.271 0.103 -0.287 0.001 0.40
H -3.779 1.024 5.444 0.194 -0.281 0.066 0.31
H -2.756 -2.381 2.485 -0.116 0.228 0.191 0.24
O -0.176 -1.163 -3.214 0.285 1.429 5.065 -0.60
C 0.040 -0.853 -2.013 0.741 -1.645 -4.262 0.77
O -0.818 -0.047 -1.223 1.223 -2.471 -0.741 -0.27
C -2.083 -0.701 -0.951 -2.492 -0.208 1.015 -0.48
C -2.012 -1.760 0.267 1.697 1.208 -1.451 0.19
F -3.345 -2.139 0.645 1.972 0.456 -0.871 -0.36
O 1.284 -1.335 -1.470 -2.957 2.578 0.771 -0.35
C 1.438 -0.809 -0.118 1.312 -0.175 1.730 0.09
C 2.885 -1.231 0.508 -1.350 -0.254 -0.214 -0.77
C 2.988 -0.460 1.920 0.222 0.437 -0.542 0.80
F 1.717 -0.124 2.471 3.012 -0.958 -0.912 -0.20
F 3.621 0.804 1.644 -1.184 -2.910 1.288 -0.26
F 3.719 -1.217 2.883 -1.755 2.330 -2.171 -0.25
H -2.805 0.131 -0.601 1.297 -1.251 -0.714 0.29
H -2.555 -1.231 -1.844 0.982 0.927 0.872 0.33
H -1.427 -1.230 1.101 -1.427 -1.075 -1.325 -0.02
H -1.370 -2.639 -0.117 -1.460 0.836 0.905 0.34
H 0.650 -1.315 0.537 1.091 1.084 -0.794 -0.16
H 1.404 0.335 -0.053 -0.355 -1.725 -0.399 0.33
H 2.846 -2.378 0.646 0.428 1.960 0.009 0.31
H 3.739 -0.915 -0.202 -1.345 -0.488 1.443 0.34
```
Positions in Å, forces in eV/Å.

## Properties
Charge ... 0
Kohn-Sham gap ... 11.793 eV
Highest occupied orbital energy ... -11.2 eV
SMILES ... FC(F)C(F)(F)COC(F)(F)C(F)F.FC(F)C(F)(F)COC(F)(F)C(F)F.O=C(OCCF)OCCC(F)(F)F

Record 3
DFT (ωB97M-V with the def2-TZVPD basis set) results for a 2-piece molecular cluster, CH3NO2P overall.

Geometry as XYZ:
```
8
Properties=species:S:1:pos:R:3:forces:R:3:mulliken_charge:R:1
C 0.677 0.884 -0.636 -0.414 2.065 -2.348 -0.33
N 1.181 0.357 0.373 3.436 -3.648 3.794 -0.30
O -2.235 -0.311 1.193 0.069 0.706 1.284 -0.53
O -1.746 -1.471 -0.919 0.509 -0.417 -1.037 -0.51
P -1.893 -0.144 -0.248 -1.067 -0.466 -0.293 0.07
H 1.200 0.607 -1.559 -0.120 -0.520 -0.052 0.11
H 1.998 -0.502 0.483 -2.432 2.577 -0.642 0.21
H 0.818 0.580 1.313 0.018 -0.296 -0.706 0.28
```
Positions in Å, forces in eV/Å.

## Properties
Charge ... -1
Kohn-Sham gap ... 6.940 eV
ΔE to the lowest compared entry with this formula, charge and spin ... 174.0 kJ/mol
Highest occupied orbital energy ... -3.0 eV

Record 4
DFT (ωB97M-V with the def2-TZVPD basis set) results for ClH20NaO14 as an isolated structure.

Geometry as XYZ:
```
36
Properties=species:S:1:pos:R:3:forces:R:3:mulliken_charge:R:1
Na 2.902 0.481 -3.152 -0.570 -0.118 0.669 0.95
Cl 0.032 0.315 -0.006 0.331 -0.054 -0.043 1.45
O -1.192 -0.429 -0.085 0.075 0.183 -0.139 -0.58
O 0.863 -0.253 1.031 0.043 0.029 -0.201 -0.54
O 0.745 0.284 -1.278 0.098 -0.278 -0.325 -0.51
O -0.232 1.706 0.285 -0.170 -0.025 0.258 -0.60
O -3.078 1.855 1.537 -0.008 -0.076 0.127 -0.62
H -2.244 1.377 1.455 -0.066 0.141 -0.142 0.27
H -2.918 2.515 2.218 0.009 -0.011 -0.042 0.30
O -0.295 -1.395 3.761 -0.022 0.119 -0.089 -0.65
H -0.524 -0.469 3.892 -0.027 -0.052 0.002 0.31
H -0.441 -1.546 2.818 0.025 0.047 0.055 0.30
O 2.640 -2.687 -0.172 -0.023 0.118 -0.323 -0.62
H 1.826 -2.213 0.045 0.138 0.006 0.146 0.29
H 2.360 -3.524 -0.552 -0.014 0.019 0.089 0.30
O 2.487 -2.193 3.380 0.047 0.153 0.013 -0.63
H 1.757 -1.559 3.438 -0.003 -0.231 0.033 0.37
H 2.327 -2.786 4.121 -0.014 0.016 -0.023 0.29
O 2.436 2.392 1.784 -0.009 -0.067 -0.004 -0.64
H 3.081 1.806 2.193 -0.039 0.010 0.000 0.31
H 1.695 1.813 1.564 0.052 0.002 0.076 0.32
O -0.576 3.186 -2.274 0.050 -0.170 -0.083 -0.67
H -1.090 3.840 -1.789 0.037 0.016 -0.056 0.32
H -0.607 2.406 -1.702 0.007 0.160 0.038 0.31
O -0.734 -2.992 -1.589 0.388 -0.179 0.103 -0.53
H -0.017 -3.626 -1.478 -0.118 -0.007 0.043 0.23
H -0.857 -2.592 -0.719 -0.158 0.051 -0.119 0.30
O -1.373 -1.100 -3.760 0.325 0.184 -0.377 -0.57
H -1.560 -0.751 -4.639 -0.108 0.037 0.104 0.28
H -0.959 -0.369 -3.286 -0.147 -0.102 0.163 0.27
O -3.636 -1.970 -1.701 -0.186 0.007 0.117 -0.56
H -4.512 -2.299 -1.474 0.039 0.054 0.039 0.27
H -3.455 -1.277 -1.055 0.033 -0.015 -0.082 0.30
O 1.949 4.290 -0.776 0.214 -0.057 -0.087 -0.64
H 1.853 4.077 -1.709 -0.351 0.084 0.067 0.29
H 1.344 3.688 -0.324 0.120 0.007 -0.004 0.34
```
Positions in Å, forces in eV/Å.

## Properties
Charge ... 0
Kohn-Sham gap ... 8.114 eV
ΔE to the lowest compared entry with this formula, charge and spin ... 0.0 kJ/mol
Highest occupied orbital energy ... -10.5 eV